No. 1
{
  "formula": "C36H24ClN8O5STi",
  "method": "ωB97M-V/def2-TZVPD",
  "multiplicity": 1,
  "homo_ev": -3.186,
  "total_charge": -1,
  "e_above_lowest_kj_mol": 177.0,
  "total_energy_ev": -106352.88263,
  "species": ["Ti", "C", "C", "C", "C", "C", "N", "C", "C", "C", "C", "C", "C", "C", "C", "N", "C", "N", "C", "N", "C", "N", "C", "N", "C", "N", "C", "C", "C", "C", "C", "C", "C", "C", "C", "C", "C", "C", "C", "C", "N", "H", "H", "H", "H", "H", "H", "H", "H", "H", "H", "H", "H", "H", "H", "H", "H", "O", "Cl", "O", "O", "O", "O", "S", "C", "C", "C", "C", "H", "H", "H", "H", "H", "H", "H", "H"],
  "xyz": [[0.626, -0.044, -0.163], [-4.268, -3.386, -4.009], [-3.311, -4.447, -4.036], [-2.036, -4.263, -3.589], [-1.657, -2.985, -3.110], [-0.470, -2.499, -2.565], [0.718, -3.135, -2.303], [1.409, -2.901, -1.253], [2.564, -3.763, -0.930], [3.214, -4.723, -1.687], [4.258, -5.413, -1.088], [4.623, -5.156, 0.237], [3.955, -4.203, 0.991], [2.926, -3.509, 0.378], [2.033, -2.456, 0.886], [2.055, -2.079, 2.105], [1.190, -1.133, 2.585], [0.378, -0.335, 1.814], [-0.345, 0.484, 2.647], [-1.227, 1.449, 2.228], [-1.666, 1.469, 1.028], [-1.411, 0.582, -0.035], [-2.183, 1.019, -1.120], [-2.475, 0.460, -2.239], [-2.001, -0.804, -2.522], [-0.729, -1.198, -2.246], [-2.622, -1.918, -3.080], [-3.944, -2.150, -3.535], [-2.823, 2.307, -0.768], [-3.612, 3.168, -1.513], [-4.096, 4.305, -0.880], [-3.814, 4.554, 0.467], [-3.035, 3.676, 1.208], [-2.539, 2.556, 0.560], [0.013, 0.219, 3.971], [-0.401, 0.761, 5.212], [0.160, 0.271, 6.355], [1.140, -0.770, 6.316], [1.552, -1.311, 5.133], [0.991, -0.816, 3.932], [1.198, -2.015, -0.167], [-5.272, -3.577, -4.369], [-3.613, -5.416, -4.414], [-1.315, -5.070, -3.599], [2.909, -4.914, -2.707], [4.800, -6.162, -1.652], [5.442, -5.712, 0.677], [4.221, -3.995, 2.019], [-4.672, -1.349, -3.504], [-3.834, 2.947, -2.549], [-4.708, 5.008, -1.432], [-4.214, 5.445, 0.936], [-2.811, 3.849, 2.253], [-1.147, 1.545, 5.240], [-0.140, 0.670, 7.316], [1.557, -1.131, 7.249], [2.293, -2.101, 5.100], [3.559, -0.159, -2.327], [3.743, -0.394, -0.911], [4.921, 0.283, -0.413], [2.560, 0.413, -0.226], [0.249, -0.318, -1.950], [0.687, 2.039, -0.253], [1.672, 2.960, -0.970], [1.995, 4.187, 0.304], [0.619, 4.767, 0.616], [-0.095, 5.002, -0.729], [0.533, 4.084, -1.797], [2.686, 4.917, -0.128], [2.478, 3.675, 1.135], [0.710, 5.687, 1.192], [0.062, 4.048, 1.217], [0.014, 6.040, -1.046], [-1.161, 4.798, -0.634], [1.115, 4.627, -2.543], [-0.183, 3.444, -2.313]],
  "atomic_forces_ev_per_a": [[-0.005, 0.026, -0.205], [-0.003, 0.005, 0.001], [0.009, -0.002, 0.001], [-0.003, -0.006, 0.003], [0.001, -0.017, 0.011], [0.007, 0.017, -0.015], [-0.005, -0.004, -0.003], [-0.003, -0.002, 0.005], [0.009, 0.002, 0.003], [-0.007, 0.002, -0.009], [0.002, -0.001, 0.001], [-0.003, 0.000, -0.002], [0.000, 0.004, 0.005], [-0.004, 0.002, 0.010], [0.004, -0.011, -0.003], [0.004, -0.005, -0.006], [0.006, 0.009, -0.007], [0.039, 0.030, 0.050], [0.003, -0.007, 0.009], [-0.009, 0.007, -0.006], [-0.002, -0.002, 0.005], [-0.011, -0.016, 0.032], [-0.018, 0.017, -0.036], [0.004, -0.005, 0.020], [-0.005, -0.013, -0.014], [-0.002, 0.012, 0.013], [0.007, 0.017, -0.001], [-0.005, 0.001, -0.006], [-0.002, 0.002, 0.014], [0.011, -0.017, -0.007], [-0.002, 0.007, 0.004], [0.000, -0.002, -0.001], [0.005, 0.004, -0.001], [-0.001, 0.003, 0.001], [0.016, -0.010, -0.011], [-0.014, 0.009, 0.005], [0.005, -0.007, -0.004], [-0.005, 0.005, -0.001], [0.006, -0.009, 0.000], [-0.002, 0.010, 0.003], [-0.010, -0.042, -0.003], [0.000, -0.001, 0.000], [-0.003, 0.001, -0.002], [0.001, 0.001, 0.001], [0.000, 0.000, 0.000], [0.000, 0.000, 0.001], [0.000, 0.000, -0.001], [0.001, -0.001, -0.001], [-0.002, -0.002, 0.000], [-0.003, 0.004, 0.000], [0.000, 0.001, 0.001], [-0.002, 0.000, -0.002], [0.001, -0.002, 0.001], [0.002, 0.001, 0.001], [0.001, 0.000, 0.000], [0.000, 0.000, 0.000], [0.001, 0.002, -0.001], [0.002, -0.003, 0.002], [-0.008, -0.001, 0.043], [0.009, 0.019, 0.012], [-0.011, -0.028, -0.003], [0.001, 0.026, 0.098], [0.015, -0.040, -0.040], [-0.023, 0.014, 0.029], [-0.002, -0.004, -0.001], [0.001, -0.003, -0.001], [-0.002, -0.003, -0.002], [0.011, 0.007, 0.007], [-0.001, -0.001, -0.003], [0.001, 0.000, 0.001], [-0.002, -0.001, 0.003], [0.000, 0.000, 0.001], [0.005, 0.000, 0.002], [-0.006, 0.003, 0.000], [-0.005, 0.000, -0.004], [0.001, -0.001, 0.001]]
}

No. 2
{
  "formula": "C10H15BClF9INNbO4",
  "method": "ωB97M-V/def2-TZVPD",
  "multiplicity": 1,
  "homo_ev": -4.966,
  "total_charge": -1,
  "total_energy_ev": -67597.48345,
  "species": ["C", "C", "O", "B", "O", "Nb", "Cl", "C", "O", "N", "O", "C", "I", "C", "C", "C", "F", "F", "C", "F", "F", "C", "F", "F", "C", "F", "F", "F", "H", "H", "H", "H", "H", "H", "H", "H", "H", "H", "H", "H", "H", "H", "H"],
  "xyz": [[1.389, -3.484, -3.025], [1.582, -1.983, -3.017], [0.328, -1.311, -3.006], [0.416, -0.137, -2.234], [1.339, 0.811, -2.690], [-0.875, 0.125, -0.310], [-2.678, 0.798, -1.870], [-1.280, -2.125, -0.564], [-2.131, -2.407, -1.694], [-1.958, -3.711, -2.093], [-2.759, -4.023, -2.901], [-2.495, 0.059, 1.323], [-4.333, -0.966, 0.669], [-2.058, -0.736, 2.566], [-1.048, 0.021, 3.441], [-0.201, 2.299, 0.107], [-0.840, 3.081, -0.777], [-0.695, 2.676, 1.343], [1.296, 2.706, 0.053], [1.494, 3.387, -1.055], [2.134, 1.685, 0.125], [1.735, 3.705, 1.173], [2.916, 4.192, 0.756], [0.944, 4.741, 1.255], [2.026, 3.047, 2.557], [3.307, 2.726, 2.614], [1.362, 1.963, 2.776], [1.834, 3.908, 3.510], [2.302, -3.952, -3.376], [1.144, -3.877, -2.047], [0.577, -3.721, -3.704], [2.168, -1.720, -2.127], [2.168, -1.690, -3.884], [2.230, 0.628, -2.362], [0.457, -0.413, 0.796], [-0.321, -2.589, -0.779], [-1.641, -2.598, 0.349], [-2.862, 1.038, 1.621], [-2.955, -0.917, 3.152], [-1.649, -1.710, 2.317], [-1.230, 1.086, 3.494], [-1.088, -0.410, 4.437], [-0.052, -0.200, 3.081]],
  "atomic_forces_ev_per_a": [[-0.110, 0.234, -0.208], [0.144, -0.213, -0.110], [0.335, 0.219, 0.835], [-0.581, -1.128, -1.655], [0.176, -0.034, 0.663], [-3.047, 1.188, -0.091], [1.179, -0.072, 0.516], [1.492, 0.327, 0.132], [-0.189, -0.241, 0.293], [-0.233, 0.189, 0.042], [0.162, 0.067, -0.034], [-0.287, -1.732, -0.625], [0.022, 0.260, 0.181], [-0.236, 0.898, 0.297], [-0.052, -0.969, -0.117], [1.441, -1.096, 0.373], [-0.569, 0.672, -0.602], [-0.126, 0.120, 0.508], [-1.670, 1.636, 1.655], [0.616, 0.355, -1.641], [0.788, -1.181, -0.178], [0.881, -1.421, -0.423], [1.015, 0.375, -0.170], [-1.379, 0.937, 0.376], [0.816, 0.590, -1.246], [1.384, -0.469, -0.133], [-1.341, -1.405, 0.374], [-0.825, 1.319, 1.468], [0.172, -0.217, -0.044], [-0.132, -0.051, 0.206], [-0.090, -0.169, -0.140], [0.097, 0.072, 0.027], [0.067, 0.181, -0.233], [-0.052, 0.258, -0.107], [0.130, 0.004, -0.283], [0.188, -0.187, 0.036], [-0.429, -0.030, -0.010], [0.051, 0.247, -0.139], [-0.106, -0.138, 0.272], [0.005, -0.163, -0.195], [0.005, 0.221, -0.041], [-0.054, 0.125, 0.331], [0.342, 0.425, -0.162]]
}

No. 3
{
  "formula": "C24H40ClFNO8PPdS",
  "method": "ωB97M-V/def2-TZVPD",
  "multiplicity": 1,
  "homo_ev": -13.305,
  "total_charge": 2,
  "total_energy_ev": -82228.51805,
  "species": ["C", "C", "O", "C", "S", "O", "C", "Cl", "C", "C", "C", "C", "C", "C", "C", "C", "C", "C", "C", "F", "O", "C", "C", "C", "N", "C", "C", "C", "C", "O", "C", "C", "O", "P", "O", "O", "O", "H", "H", "H", "H", "H", "H", "H", "H", "H", "H", "H", "H", "H", "H", "H", "H", "H", "H", "H", "H", "H", "H", "H", "H", "H", "H", "H", "H", "H", "H", "H", "H", "H", "H", "H", "H", "H", "H", "H", "H", "Pd"],
  "xyz": [[3.101, -4.050, 1.791], [2.306, -2.742, 2.105], [1.183, -2.573, 1.233], [1.271, -1.457, 0.378], [2.775, -1.696, -0.669], [1.193, -0.325, 1.190], [1.857, 0.854, 0.915], [1.691, 1.563, -0.747], [1.162, 1.919, 1.845], [0.887, 1.356, 3.257], [3.394, 0.891, 1.360], [4.177, 1.828, 0.442], [4.251, 3.254, 0.641], [5.028, 4.019, -0.236], [5.686, 3.474, -1.291], [5.615, 2.033, -1.504], [6.297, 1.380, -2.624], [4.868, 1.269, -0.603], [0.010, -1.691, -0.543], [-0.083, -0.772, -1.560], [-1.068, -1.741, 0.300], [-2.367, -1.844, -0.332], [-2.425, -2.713, -1.608], [-3.790, -3.413, -1.918], [-3.722, -4.863, -1.673], [-2.907, -0.377, -0.507], [-3.957, -0.188, -1.619], [-4.563, 1.268, -1.700], [-3.936, 2.273, -0.734], [-4.628, 3.542, -0.792], [-4.947, 3.998, 0.477], [-4.204, 5.216, 1.018], [-5.812, 3.456, 1.123], [-3.473, -2.576, 1.004], [-4.857, -2.133, 0.899], [-2.864, -1.959, 2.391], [-3.281, -4.173, 1.126], [2.580, -4.614, 1.008], [4.146, -3.822, 1.550], [3.093, -4.689, 2.685], [2.975, -1.878, 2.187], [1.891, -2.893, 3.114], [2.584, -2.929, -1.189], [1.857, 2.763, 1.976], [0.243, 2.291, 1.374], [0.630, 2.189, 3.930], [1.789, 0.890, 3.682], [0.037, 0.666, 3.288], [3.891, -0.080, 1.270], [3.462, 1.326, 2.364], [3.739, 3.734, 1.473], [5.121, 5.094, -0.082], [6.284, 4.073, -1.981], [6.177, 2.095, -3.590], [5.773, 0.406, -2.881], [7.385, 1.266, -2.480], [4.821, 0.190, -0.757], [0.213, -2.666, -1.021], [-1.653, -3.496, -1.655], [-2.211, -2.046, -2.459], [-3.940, -3.318, -3.007], [-4.668, -2.947, -1.458], [-4.485, -5.178, -1.084], [-3.753, -5.355, -2.559], [-2.067, 0.328, -0.596], [-3.410, -0.115, 0.438], [-3.626, -0.495, -2.619], [-4.808, -0.833, -1.352], [-5.636, 1.212, -1.463], [-4.493, 1.593, -2.746], [-3.956, 1.944, 0.312], [-2.888, 2.445, -1.040], [-3.131, 5.002, 1.121], [-4.644, 5.532, 1.968], [-4.332, 6.017, 0.270], [-2.381, -2.678, 2.827], [-2.344, -4.426, 1.090], [5.865, 1.094, -4.746]],
  "atomic_forces_ev_per_a": [[-0.373, 0.509, 0.417], [0.286, -1.484, 1.253], [0.405, 1.105, -0.412], [-0.984, -2.603, 0.216], [0.814, 1.045, -0.433], [0.771, 0.146, -1.498], [0.021, 2.089, 1.940], [-0.189, -0.634, -0.131], [0.023, -0.461, 0.489], [-0.063, 0.486, 0.055], [0.439, 0.747, -1.162], [-0.245, -0.337, 0.612], [0.221, -0.624, -0.434], [-0.232, 1.262, 0.466], [0.724, -1.066, -0.477], [-0.087, 0.377, -0.055], [-0.523, -0.865, 0.485], [-0.151, -0.344, -0.596], [0.757, -0.814, 0.481], [-0.160, 0.137, 0.440], [0.003, 0.120, -0.814], [-0.703, 0.008, 0.108], [0.210, 0.617, -0.369], [0.136, -0.627, -1.029], [-0.593, 0.708, -0.132], [-0.460, -0.114, 0.037], [-0.719, 0.320, 0.451], [-0.222, -0.573, 0.284], [0.103, 0.061, -0.530], [0.668, 0.222, 0.615], [-1.016, -0.083, 1.010], [-0.239, -0.079, -1.007], [0.811, 0.170, -0.651], [-0.005, 1.032, 1.739], [-0.276, -0.415, -0.808], [0.229, -1.182, -1.016], [0.503, 0.838, -0.195], [0.378, 0.191, 0.003], [-0.297, -0.256, -0.267], [0.104, 0.175, -0.290], [-0.360, 0.006, -0.397], [-0.099, 0.361, -0.373], [-0.507, 0.228, 0.499], [-0.301, -0.137, -0.392], [0.239, -0.182, 0.105], [0.087, -0.204, -0.274], [-0.371, -0.063, -0.107], [0.369, -0.016, -0.138], [-0.347, 0.087, 0.380], [-0.197, -0.676, -0.036], [0.106, -0.144, -0.187], [-0.166, -0.275, 0.053], [-0.226, -0.042, 0.264], [0.403, 1.209, 1.096], [0.740, 0.273, 1.125], [-0.178, 0.297, -0.352], [-0.002, 0.284, 0.095], [-0.205, 0.308, 0.015], [-0.266, 0.185, 0.390], [0.011, -0.221, 0.263], [0.076, 0.298, 0.373], [0.405, -0.148, 0.267], [0.251, -0.145, 0.100], [0.104, -0.196, 0.262], [-0.030, -0.491, -0.174], [0.250, -0.001, -0.257], [0.204, 0.100, 0.323], [0.330, 0.067, -0.175], [0.320, 0.060, -0.077], [0.068, 0.296, 0.378], [-0.031, -0.230, -0.365], [-0.225, 0.130, 0.234], [-0.311, 0.058, -0.059], [0.131, -0.223, -0.233], [0.233, -0.153, 0.301], [0.061, 0.440, 0.328], [-0.192, -0.236, -0.103], [-0.443, -0.704, -1.947]]
}

No. 4
{
  "formula": "C6H12N3O",
  "method": "ωB97M-V/def2-TZVPD",
  "smiles": "[H]/N=C/N(O)/C=C\\C(C)=[NH+]/C",
  "multiplicity": 1,
  "homo_ev": -12.765,
  "total_charge": 1,
  "e_above_lowest_kj_mol": 515.6,
  "total_energy_ev": -12924.17316,
  "species": ["H", "N", "C", "N", "O", "C", "C", "C", "C", "N", "C", "H", "H", "H", "H", "H", "H", "H", "H", "H", "H", "H"],
  "xyz": [[0.626, -3.498, -1.559], [0.974, -2.660, -1.194], [0.954, -2.502, 0.012], [1.523, -1.385, 0.663], [2.233, -1.730, 1.743], [1.486, -0.035, 0.607], [0.575, 0.896, 0.274], [-0.754, 0.730, -0.184], [-1.414, -0.573, -0.113], [-1.463, 1.741, -0.682], [-1.111, 3.162, -0.565], [0.568, -3.172, 0.862], [2.750, -2.438, 1.520], [2.239, 0.409, 1.346], [1.032, 1.851, 0.121], [-2.469, -0.494, -0.301], [-1.260, -1.104, 0.794], [-1.116, -1.257, -0.848], [-2.442, 1.632, -0.753], [-0.315, 3.310, 0.265], [-0.587, 3.390, -1.420], [-2.031, 3.727, -0.588]],
  "atomic_forces_ev_per_a": [[-0.835, -1.549, -0.380], [0.907, 1.738, -1.832], [-1.118, -1.112, 3.514], [-0.379, 2.588, -1.155], [-1.097, 1.508, 2.870], [1.166, -0.713, 2.684], [-1.468, 0.794, -2.282], [0.395, 0.452, -0.613], [-1.243, 0.190, 0.009], [1.079, 0.079, 1.616], [1.361, -1.046, 1.704], [0.487, 0.371, -1.411], [2.534, -2.983, -0.906], [-0.375, -0.947, -1.652], [-0.021, 0.598, 0.491], [-0.632, 0.221, 0.252], [0.171, -0.087, 1.094], [0.943, -0.708, -1.425], [-1.004, -0.708, -0.264], [-2.093, 0.110, -0.872], [1.169, 0.873, -2.140], [0.054, 0.331, 0.698]]
}